Molecular formula: C3H10N
Method: DFT, ωB97M-V with the def2-TZVPD basis set

Cartesian coordinates (Å):
N: 0.26882 -0.24717 -0.92002
C: 0.85668 0.31983 0.36393
C: -0.09058 1.24759 1.19027
C: -0.81757 -1.32890 -0.77979
H: -0.29692 2.20267 0.62355
H: 1.35062 -0.43485 1.07505
H: 0.36111 1.59609 2.10395
H: -0.30748 -2.28727 -0.84803
H: -0.97938 0.65771 1.46248
H: -1.38121 -1.51828 -1.80061
H: 0.99230 -0.51320 -1.55197
H: -0.25072 0.53949 -1.18153
H: 1.82436 1.19311 -0.01967
H: -1.54939 -1.32932 0.01733

Cartesian forces (eV/Å) of the 3 atoms listed first:
N -1.90 -0.76 3.36
C 4.12 2.90 1.31
C -0.45 -0.37 -1.78

Output
ΔE to the lowest compared entry with this formula, charge and spin = 46.4 kcal per mole
net charge = +1
highest occupied orbital energy = -16.55 eV

---

Molecular formula: C7H7NO2S
Method: DFT, ωB97M-V with the def2-TZVPD basis set

Cartesian coordinates (Å):
S: -0.98216 -0.73006 -1.52219
O: -0.55880 -0.26619 -2.85817
O: -1.04382 2.58191 2.30118
N: -1.31413 0.49004 1.07891
C: -1.35797 2.11889 -0.16616
C: -1.27055 1.96608 1.31048
C: 0.62214 -0.89682 -0.61845
C: -0.50790 -0.53201 1.61674
C: 0.64481 -0.83524 0.71073
C: -1.37740 0.80216 -0.27477
C: 1.83365 -1.22057 -1.39696
H: 1.41784 -1.18641 -2.47732
H: 1.71753 -0.92205 1.03349
H: -1.42094 2.86705 -0.93528
H: 2.69846 -0.49528 -1.28244
H: -0.25233 -0.10048 2.63277
H: 2.21028 -2.22102 -1.21806
H: -1.05869 -1.41997 2.06550

Cartesian forces (eV/Å) of the 3 atoms listed first:
S 0.61 1.99 1.09
O -0.60 0.01 0.11
O -0.33 -0.37 -0.45

Output
ΔE to the lowest compared entry with this formula, charge and spin = 71.3 kcal per mole
highest occupied orbital energy = -8.76 eV

---

Copy entry 2 word for word.
Molecular formula: C7H7NO2S
Method: DFT, ωB97M-V with the def2-TZVPD basis set

Cartesian coordinates (Å):
S: -0.98216 -0.73006 -1.52219
O: -0.55880 -0.26619 -2.85817
O: -1.04382 2.58191 2.30118
N: -1.31413 0.49004 1.07891
C: -1.35797 2.11889 -0.16616
C: -1.27055 1.96608 1.31048
C: 0.62214 -0.89682 -0.61845
C: -0.50790 -0.53201 1.61674
C: 0.64481 -0.83524 0.71073
C: -1.37740 0.80216 -0.27477
C: 1.83365 -1.22057 -1.39696
H: 1.41784 -1.18641 -2.47732
H: 1.71753 -0.92205 1.03349
H: -1.42094 2.86705 -0.93528
H: 2.69846 -0.49528 -1.28244
H: -0.25233 -0.10048 2.63277
H: 2.21028 -2.22102 -1.21806
H: -1.05869 -1.41997 2.06550

Cartesian forces (eV/Å) of the 3 atoms listed first:
S 0.61 1.99 1.09
O -0.60 0.01 0.11
O -0.33 -0.37 -0.45

Output
ΔE to the lowest compared entry with this formula, charge and spin = 71.3 kcal per mole
highest occupied orbital energy = -8.76 eV

---

Q: Which of these has the lowest ΔE to the lowest compared entry with this formula, charge and spin?
A: C3H10N

---

Q: The lowest highest occupied orbital energy belongs to which entry?
A: C3H10N